(1)
{"formula": "C4H7N", "method": "wB97M-V/def2-TZVPD", "homo_lumo_gap_ev": 9.95, "smiles": "C#CCNC", "mol_weight_g_mol": 69.11, "homo_energy_ha": -0.326, "de_lowest_kcal_mol": 68.2, "species": ["C", "C", "C", "N", "C", "H", "H", "H", "H", "H", "H", "H"], "coordinates": [[2.87422, -0.35762, -0.08760], [1.76597, 0.15723, -0.13159], [0.40159, 0.67103, 0.02133], [-0.50818, -0.53038, -0.09353], [-1.85786, -0.18884, -0.08377], [3.77809, -0.93716, 0.02513], [0.21907, 1.53510, -0.67527], [0.27801, 1.20546, 0.93777], [-0.07266, -1.28820, 0.52396], [-2.53191, -1.11075, -0.43649], [-1.96849, 0.64152, -0.86602], [-2.37786, 0.20259, 0.86608]], "forces_ev_per_angstrom": [[-1.90, 0.47, 0.05], [2.29, -0.66, 0.60], [-0.21, -0.64, -1.15], [3.46, 0.21, 0.76], [-3.81, -0.39, -0.80], [-0.38, 0.51, -0.25], [-0.25, -1.37, -0.24], [0.13, 0.02, 1.30], [-1.56, 1.49, -1.05], [1.42, 1.98, 0.66], [-0.18, -1.18, 0.98], [1.00, -0.44, -0.85]]}

(2)
{"formula": "C2H3IO2", "method": "wB97M-V/def2-TZVPD", "homo_lumo_gap_ev": 7.64, "mol_weight_g_mol": 185.95, "homo_energy_ha": -0.296, "de_lowest_kcal_mol": 91.5, "species": ["C", "C", "O", "O", "I", "H", "H", "H"], "coordinates": [[0.08971, 0.65888, 0.28999], [-0.39221, 0.26576, -0.95955], [0.36313, 1.51538, 1.07530], [0.70104, -1.40813, 0.89596], [0.93028, -1.30183, 2.79196], [-0.47874, 1.10760, -1.71992], [0.11988, -0.52588, -1.52981], [-1.33308, -0.31180, -0.84392]], "forces_ev_per_angstrom": [[3.14, 1.53, 5.04], [-1.56, -0.57, -3.69], [-1.44, -3.92, -3.42], [-0.94, 2.54, -1.15], [0.15, -0.07, 0.63], [-0.25, -0.64, 1.30], [0.85, 0.29, 0.98], [0.06, 0.84, 0.31]]}

(3)
{"formula": "C25H32Cl24N6O3S", "method": "wB97M-V/def2-TZVPD", "homo_lumo_gap_ev": 8.53, "smiles": "CCCNc1c(CCN)c(S)c2c(c1CCOCC)C(=O)N(CC(N)(N)N)C2=O.ClC(Cl)(Cl)Cl.ClC(Cl)(Cl)Cl.ClC(Cl)(Cl)Cl.ClC(Cl)(Cl)Cl.ClC(Cl)(Cl)Cl.ClC(Cl)(Cl)Cl", "mol_weight_g_mol": 1347.51, "homo_energy_ha": -0.317, "de_lowest_kcal_mol": 0.0, "species": ["C", "C", "C", "N", "C", "C", "C", "C", "N", "C", "S", "C", "C", "C", "C", "C", "O", "C", "C", "C", "O", "N", "C", "C", "N", "N", "N", "C", "O", "H", "H", "H", "H", "H", "H", "H", "H", "H", "H", "H", "H", "H", "H", "H", "H", "H", "H", "H", "H", "H", "H", "H", "H", "H", "H", "H", "H", "H", "H", "H", "H", "Cl", "C", "Cl", "Cl", "Cl", "Cl", "C", "Cl", "Cl", "Cl", "Cl", "C", "Cl", "Cl", "Cl", "Cl", "C", "Cl", "Cl", "Cl", "Cl", "C", "Cl", "Cl", "Cl", "Cl", "C", "Cl", "Cl", "Cl"], "coordinates": [[-4.47083, 1.32757, 2.17461], [-3.88451, 2.44565, 1.30692], [-2.34783, 2.43872, 1.15722], [-1.61137, 1.91738, 2.32030], [-0.35579, 1.33037, 1.97962], [0.84596, 2.04064, 2.07532], [0.86342, 3.46620, 2.57395], [0.98127, 4.50548, 1.40403], [0.58149, 3.93483, 0.11758], [2.06132, 1.44701, 1.72196], [3.61811, 2.31790, 1.82646], [2.04032, 0.14435, 1.27247], [0.84565, -0.54211, 1.17780], [-0.36946, 0.00147, 1.52703], [-1.65696, -0.77779, 1.44884], [-2.12362, -1.11275, 0.02382], [-2.41172, -2.48585, -0.05613], [-3.22597, -2.82316, -1.15639], [-3.75943, -4.22883, -0.88235], [1.17871, -1.91736, 0.68138], [0.41301, -2.84210, 0.60560], [2.54790, -1.94410, 0.36900], [3.19607, -3.21844, 0.67105], [3.40810, -4.08467, -0.61844], [3.74016, -3.19378, -1.71399], [4.55254, -4.97370, -0.36101], [2.22311, -4.87052, -0.94749], [3.15113, -0.77009, 0.85199], [4.33070, -0.57464, 0.92028], [-4.42941, 0.38962, 1.61660], [-3.87710, 1.16876, 3.07225], [-5.50881, 1.50954, 2.44127], [-4.22870, 3.40286, 1.70126], [-4.30678, 2.32752, 0.30891], [-2.04661, 3.47972, 1.00508], [-2.06433, 1.91114, 0.24915], [-1.42946, 2.64949, 2.98822], [1.72014, 3.61481, 3.22535], [-0.02171, 3.68367, 3.16687], [0.37025, 5.37092, 1.65081], [2.03080, 4.78701, 1.34366], [-0.08018, 4.51173, -0.37746], [1.37373, 3.70294, -0.46026], [3.84794, 2.34090, 3.15117], [-2.41043, -0.24101, 2.00998], [-1.49918, -1.72765, 1.96012], [-3.04086, -0.53475, -0.16349], [-1.39868, -0.78738, -0.73226], [-2.60751, -2.88764, -2.06291], [-4.02191, -2.09560, -1.34381], [-2.88428, -4.80423, -0.58862], [-4.39389, -4.16758, 0.00086], [-4.26950, -4.65323, -1.74180], [2.60811, -3.78510, 1.39235], [4.19765, -3.05389, 1.05900], [4.73720, -3.22114, -1.88955], [3.21917, -3.41968, -2.54906], [4.20434, -5.72714, 0.22569], [4.75826, -5.42523, -1.24775], [1.63976, -5.03519, -0.14124], [1.67913, -4.46874, -1.69629], [-3.53368, 4.63319, -1.86286], [-2.89523, 6.19570, -1.34540], [-3.18336, 6.40717, 0.38680], [-1.15407, 6.24906, -1.65795], [-3.68849, 7.49053, -2.23850], [-7.62386, -4.90846, 0.33624], [-7.87465, -3.15990, 0.31491], [-8.50486, -2.67365, -1.26255], [-9.02781, -2.70933, 1.57448], [-6.33191, -2.35496, 0.60562], [8.41811, 0.44625, 1.58883], [7.85128, 1.79116, 0.59484], [6.59235, 1.22913, -0.49632], [7.21050, 3.06729, 1.64315], [9.20487, 2.43856, -0.34541], [8.41036, -2.92458, -4.92048], [8.21879, -2.20090, -3.31989], [6.67575, -2.71985, -2.62134], [9.53944, -2.72304, -2.27244], [8.23441, -0.44204, -3.45827], [0.30753, 9.69896, -3.42237], [-1.10663, 10.58734, -2.84722], [-2.46867, 10.28896, -3.93602], [-1.51427, 10.04736, -1.21474], [-0.74804, 12.31575, -2.82040], [-3.19890, -10.11636, -1.40194], [-3.44648, -8.36713, -1.40876], [-4.06283, -7.86567, -2.98741], [-4.61855, -7.93580, -0.15823], [-1.90970, -7.55784, -1.09189]], "forces_ev_per_angstrom": [[0.40, -0.27, -0.34], [-0.15, -0.41, 0.36], [-0.46, 0.68, 0.27], [0.56, -0.26, -0.18], [-0.25, -0.20, -0.15], [0.21, 0.57, 0.50], [-0.09, 0.24, -0.42], [0.20, -0.84, -0.05], [-0.36, 0.07, 0.32], [0.30, -0.11, 0.58], [0.24, 0.26, -0.41], [0.02, 0.05, -0.20], [0.56, -0.41, -0.49], [-0.46, 0.07, -0.04], [0.57, -0.34, 0.07], [-0.32, 0.46, 0.37], [-0.46, 0.37, 0.06], [0.31, -1.00, -0.54], [0.43, 0.89, 0.58], [-0.71, 0.80, 0.06], [0.26, -0.40, -0.05], [-0.51, -0.84, 1.54], [0.77, -0.60, -1.29], [-0.12, 0.13, 0.23], [-0.05, -0.23, 0.11], [-0.21, 0.13, 0.06], [0.35, -0.07, -0.39], [-0.10, 0.58, -0.10], [0.22, -0.32, -0.01], [-0.14, -0.09, 0.07], [-0.10, 0.14, 0.15], [-0.05, 0.09, 0.00], [0.11, 0.11, -0.05], [-0.06, 0.31, -0.09], [0.09, -0.02, -0.31], [0.17, -0.27, 0.15], [-0.34, 0.12, -0.02], [-0.01, -0.04, 0.15], [0.00, 0.05, 0.04], [0.05, 0.14, -0.09], [-0.02, 0.32, 0.16], [0.25, -0.08, -0.08], [-0.05, 0.09, -0.12], [-0.34, -0.18, -0.02], [-0.11, 0.03, -0.07], [0.01, -0.12, -0.10], [-0.03, -0.04, -0.17], [0.16, -0.21, -0.01], [-0.01, 0.31, -0.07], [-0.03, 0.11, 0.21], [-0.08, -0.36, -0.22], [-0.24, -0.29, -0.18], [-0.07, -0.11, 0.03], [-0.07, 0.09, 0.11], [-0.07, 0.39, 0.13], [-0.60, -0.05, 0.05], [0.23, -0.04, -0.12], [0.19, -0.01, 0.13], [-0.01, -0.08, 0.01], [-0.22, 0.23, -0.07], [-0.24, 0.12, 0.21], [0.02, 0.00, 0.02], [-0.05, -0.01, -0.02], [0.02, 0.00, 0.01], [-0.07, 0.16, -0.10], [-0.06, -0.13, 0.01], [-0.03, -0.02, -0.01], [0.02, -0.02, -0.01], [0.00, -0.01, 0.00], [0.02, -0.01, -0.01], [-0.06, 0.15, 0.08], [-0.01, 0.01, -0.01], [-0.06, -0.04, -0.05], [0.01, 0.02, 0.03], [0.04, 0.00, -0.01], [0.03, 0.01, 0.01], [-0.01, 0.00, 0.01], [0.02, 0.02, 0.01], [0.54, 0.16, -0.18], [-0.02, 0.00, 0.00], [0.00, -0.02, 0.00], [-0.01, -0.01, 0.00], [0.01, 0.00, 0.01], [0.03, 0.05, 0.01], [0.03, 0.07, 0.00], [0.00, -0.01, 0.00], [-0.01, 0.00, -0.01], [0.01, 0.00, 0.01], [0.00, 0.01, 0.01], [0.03, 0.03, 0.00], [-0.01, -0.03, 0.00]]}

(4)
{"formula": "C4H6FO4Pb", "method": "wB97M-V/def2-TZVPD", "homo_lumo_gap_ev": [5.48, 9.18], "mol_weight_g_mol": 344.29, "multiplicity": 2, "homo_energy_ha": [-0.187, -0.324], "de_lowest_kcal_mol": 0.0, "species": ["C", "O", "Pb", "H", "H", "H", "C", "O", "C", "C", "O", "O", "F", "H", "H", "H"], "coordinates": [[1.52718, 2.43017, -0.85996], [0.38869, 1.69709, -0.58162], [-1.57812, 1.89450, -0.87811], [2.14178, 2.59978, 0.04762], [2.18539, 1.91887, -1.59207], [1.30584, 3.43238, -1.28180], [-0.94400, 1.75571, 2.08337], [0.09991, 1.03834, 2.50274], [0.90106, 1.80508, 3.37040], [0.02792, 3.02150, 3.67025], [-1.03847, 2.89820, 2.72226], [-1.76527, 1.33748, 1.29240], [2.03480, 2.15799, 2.70034], [1.18957, 1.19763, 4.23349], [-0.38955, 2.99759, 4.68184], [0.56272, 3.95895, 3.48958]], "forces_ev_per_angstrom": [[0.64, 0.58, -0.21], [2.15, -0.62, 0.65], [-2.31, 0.72, -2.31], [-0.23, -0.10, -0.23], [-0.29, 0.10, 0.23], [0.03, -0.24, 0.11], [-0.62, -0.90, -0.04], [0.22, -0.22, 0.07], [0.09, -0.06, -0.04], [0.16, 0.11, 0.12], [-0.07, 0.67, 0.06], [0.47, 0.01, 1.89], [-0.08, 0.06, 0.14], [-0.07, 0.10, -0.22], [0.04, 0.02, -0.24], [-0.11, -0.24, 0.05]]}